7
Properties=species:S:1:pos:R:3:forces:R:3 method="wB97M-V/def2-TZVPD" e_above_lowest_kcal_mol=13.5 homo_energy_ev="-9.05 / -10.90" largest_force_ev_per_a=4.4 orbital_gap_ev="7.470 / 7.513" multiplicity=3
N 1.2039 -0.2432 -0.0278 -1.2 -1.3 0.0
O 0.9888 -0.4513 1.1090 0.3 0.2 0.7
O 2.0092 0.3491 -0.6468 -2.1 -1.3 -2.4
O -3.3693 1.5564 -0.3070 -0.1 0.0 0.3
O -1.0697 0.7574 -0.4367 -0.5 0.2 0.4
S -2.1882 1.1428 0.3826 0.2 -0.1 -0.8
Cl 3.5044 1.3917 0.1248 3.3 2.3 1.8

=====

78
Properties=species:S:1:pos:R:3:forces:R:3 method="wB97M-V/def2-TZVPD" e_above_lowest_kcal_mol=147.8 homo_energy_ev="-1.50 / -1.20" largest_force_ev_per_a=4.3 orbital_gap_ev="5.635 / 5.320" multiplicity=2 total_charge=-2
Ir -0.0354 -0.7110 0.5112 1.2 2.5 1.0
N -0.3464 3.4628 -1.5250 0.6 -0.8 0.3
C -0.1448 2.1710 -1.1642 -0.7 0.3 1.1
S -0.9765 1.7090 0.3936 0.3 -1.7 -0.3
N 0.4823 1.3413 -1.9008 0.5 0.7 -2.0
N 0.7032 0.0461 -1.6000 1.5 -2.0 -0.6
C 1.2595 -0.5956 -2.6399 -2.0 3.4 1.7
C 1.8005 -1.8788 -2.7552 1.0 -3.2 0.2
C 2.4845 -2.2131 -3.9619 -0.7 0.9 0.8
C 3.1574 -3.3937 -4.1230 0.5 -0.8 -0.1
C 3.2024 -4.3386 -3.0959 -0.3 0.5 -0.1
C 2.4819 -4.0844 -1.9360 0.3 -0.6 -0.3
C 1.7593 -2.9214 -1.7776 -0.4 1.0 0.2
O 0.9643 -2.8259 -0.6575 0.8 -1.1 -0.9
H -0.5973 4.1412 -0.7678 -0.1 0.0 -0.1
H 0.3006 3.8219 -2.2099 0.0 -0.1 -0.2
H 1.3382 0.0130 -3.5441 0.0 0.1 0.2
H 2.4670 -1.4867 -4.7667 0.1 0.0 0.0
H 3.6719 -3.5971 -5.0555 0.0 0.0 0.0
H 3.7716 -5.2520 -3.2016 0.0 0.0 0.0
H 2.4651 -4.8122 -1.1346 -0.1 0.1 0.1
C -6.2335 3.0967 -3.0809 0.0 0.0 0.1
C -5.2357 3.4616 -2.0157 0.0 -0.1 -0.1
C -4.6223 4.7066 -2.0165 0.0 0.0 0.0
C -3.6923 5.0262 -1.0427 -0.1 0.1 0.0
C -3.3769 4.1223 -0.0475 0.4 0.4 0.3
C -3.9919 2.8833 -0.0288 0.0 0.1 0.0
C -4.9053 2.5534 -1.0163 -0.2 0.0 0.0
S -2.0960 4.6791 1.2279 -1.1 -0.2 0.1
O -2.8613 5.7510 1.9257 0.0 0.2 0.1
O -1.0778 5.2805 0.2970 0.2 0.2 -0.2
N -0.0459 2.4564 1.5272 0.2 1.0 0.1
C 0.4818 1.7750 2.5145 0.0 -0.4 -0.6
C 0.9157 2.5054 3.6647 0.2 0.0 0.3
C 1.4057 1.8423 4.7492 -0.1 0.0 -0.2
C 1.5069 0.4416 4.7058 0.2 -0.2 0.1
C 1.1393 -0.2024 3.5465 0.1 -0.2 0.5
N 0.6504 0.4150 2.4761 -0.3 -0.5 -1.0
H -6.2614 3.8585 -3.8586 0.0 0.0 -0.1
H -7.2339 3.0034 -2.6553 -0.1 0.0 0.0
H -5.9776 2.1418 -3.5388 0.0 -0.1 -0.1
H -4.8709 5.4210 -2.7941 0.0 0.1 -0.1
H -3.2028 5.9897 -1.0370 0.1 0.1 0.0
H -3.7409 2.1585 0.7306 0.0 -0.1 0.1
H -5.3705 1.5754 -1.0127 0.0 -0.1 0.0
H 0.8000 3.5783 3.6388 0.0 0.0 0.0
H 1.7056 2.3840 5.6410 0.0 0.0 0.0
H 1.8868 -0.1182 5.5470 0.0 -0.1 0.0
H 1.2454 -1.2783 3.4665 0.0 0.0 0.0
C -3.9870 -1.5069 2.0840 0.1 -0.1 -0.5
C -3.2676 -1.7949 0.7480 -0.3 -0.5 0.4
C -3.1293 -3.3191 0.5589 -0.1 0.5 0.0
O -2.0826 -1.1438 0.7195 0.2 0.1 -0.1
H -4.9656 -1.9822 2.1316 -0.2 -0.1 0.0
H -4.1040 -0.4336 2.2027 0.0 0.2 0.0
H -3.3673 -1.8764 2.8975 0.1 -0.1 0.2
H -3.9213 -1.4211 -0.0771 0.0 -0.1 0.1
H -2.5503 -3.7368 1.3792 0.1 -0.1 0.2
H -2.5955 -3.5166 -0.3671 0.1 -0.1 -0.2
H -4.1084 -3.7984 0.5287 -0.1 -0.1 0.0
C 3.9085 -0.8984 1.4367 0.0 0.0 0.1
C 3.4558 -2.2539 1.8835 -0.5 0.2 -0.5
C 4.1734 -2.9873 2.8021 0.1 -0.3 0.3
C 3.7725 -4.2640 3.1761 0.0 0.0 0.0
C 2.6073 -4.7876 2.6406 0.3 -0.2 0.3
C 1.8383 -4.0780 1.7389 -0.1 0.4 -0.2
C 0.5288 -4.6594 1.2903 -0.1 0.1 0.0
C 2.2634 -2.7892 1.3189 0.6 -1.6 1.0
N 1.6315 -2.0351 0.3836 -2.0 2.0 -1.2
H 4.9286 -0.6947 1.7631 0.0 0.0 0.0
H 3.2486 -0.1306 1.8396 0.0 0.1 0.0
H 3.8371 -0.8304 0.3520 0.0 0.1 -0.1
H 5.0820 -2.5722 3.2228 0.0 0.1 0.0
H 4.3556 -4.8389 3.8836 0.0 0.0 0.1
H 2.2725 -5.7734 2.9529 0.0 0.0 0.0
H 0.1229 -5.3071 2.0699 0.0 0.0 0.0
H 0.6403 -5.2524 0.3821 -0.1 0.0 -0.1
H -0.1760 -3.8575 1.0796 -0.1 -0.1 0.0